Arrangement P

The following is a DFT calculation (ωB97M-V with the def2-TZVPD basis set) of the molecule C4H13N3O.

Each line ends with the Mulliken charge.
Atoms and positions in Å:
O1 -0.33778 2.14156 -1.74627  -0.5636
N1 0.15814 -1.58842 0.96614  -0.3249
N2 -2.21293 0.45392 -1.17098  -0.7712
N3 2.45215 -0.61422 1.22539  -0.5701
C1 -0.91352 -0.02326 -0.74702  0.3543
C2 0.21064 1.09318 -0.93064  -0.4283
C3 -0.96865 -0.59829 0.66038  -0.8999
C4 1.31108 -1.25298 1.83745  -0.6489
H1 2.88276 -1.13855 0.47751  0.2781
H2 1.52659 -2.27777 2.15757  0.3351
H3 2.30893 0.26024 0.75520  0.2404
H4 0.12580 2.97171 -1.54620  0.3150
H5 -0.62218 -0.70951 -1.55676  0.2030
H6 -1.85198 -1.22805 0.70496  0.3125
H7 -2.61029 0.96828 -0.38220  0.2500
H8 0.45871 -1.90619 0.05973  0.2372
H9 0.75585 1.64310 -0.15281  0.3051
H10 -0.83910 0.16622 1.43455  0.4047
H11 0.94233 -0.74418 2.72716  0.4065
H12 -2.12328 1.19060 -1.86407  0.3086
H13 1.03667 0.59953 -1.48394  0.2563

Structure (SMILES) = NCNC[C@@H](N)CO
HOMO energy = -8.525 eV
Kohn-Sham gap = 9.1 eV



Arrangement Q

The following is a DFT calculation (ωB97M-V with the def2-TZVPD basis set) of a 2-piece molecular cluster, C4H13N3O overall.

Each line ends with the Mulliken charge.
Atoms and positions in Å:
O1 -1.58521 1.37215 -1.47857  -0.8457
N1 1.07091 1.05160 -0.49232  -0.5045
N2 1.10232 -0.12155 0.17577  -0.1076
N3 -2.48524 0.39893 0.47367  -0.3227
C1 -2.22391 0.28451 -1.29922  -0.2598
C2 -1.92465 -0.67777 1.28703  -0.6176
C3 3.56393 -0.33471 -0.07323  -1.1520
C4 2.19599 -0.73166 0.40433  -0.0521
H1 -1.68150 -0.67416 -1.32687  0.2374
H2 1.86709 1.27255 -1.08423  0.2035
H3 -2.42796 -1.61516 1.05499  0.3337
H4 -2.03615 -0.46846 2.35232  0.3196
H5 -0.86496 -0.76652 1.04220  0.1712
H6 0.16324 1.21166 -0.93859  0.3361
H7 2.10962 -1.60211 1.04182  0.4016
H8 4.28558 -1.12096 0.13853  0.3060
H9 3.56513 -0.14783 -1.15197  0.2970
H10 -3.27259 0.21566 -1.63658  0.3549
H11 -3.45998 0.59624 0.69243  0.2817
H12 -1.85330 1.27196 0.39950  0.3337
H13 3.89165 0.58563 0.41901  0.2855

Structure (SMILES) = C[NH2+]C[O-].C/C=N\N
HOMO energy = -8.274 eV
Kohn-Sham gap = 9.2 eV



Name the least stable of them. arrangement Q.



Arrangement P

The following is a DFT calculation (ωB97M-V with the def2-TZVPD basis set) of C4H13N3O as an isolated structure.

Each line ends with the Mulliken charge.
Atoms and positions in Å:
O1 1.16322 0.02157 -1.63833  -0.6018
N1 -0.45564 -0.61006 1.24354  -0.5338
N2 -0.79588 1.04018 -2.72913  -0.6652
N3 0.24646 0.58841 3.23919  -0.6580
C1 0.45802 -1.72310 1.55866  -0.5856
C2 -1.65163 1.49216 -1.62830  -0.4829
C3 0.82692 -0.66723 0.61368  0.4034
C4 0.68134 -0.94082 -0.86291  -0.7907
H1 -0.27522 0.17618 4.00323  0.2420
H2 -0.37059 1.86725 -3.13778  0.2638
H3 -2.61253 0.96982 -1.58237  0.2352
H4 1.04059 -1.79910 2.46693  0.3348
H5 1.56408 0.01317 1.00994  0.4912
H6 -0.41894 -1.15389 -0.96690  0.3963
H7 -1.84682 2.55485 -1.62225  0.3500
H8 -1.19894 1.26009 -0.64642  0.0211
H9 -0.04490 -2.60029 1.15905  0.3038
H10 0.16430 0.59222 -2.21108  0.3681
H11 1.16401 -1.92567 -0.98054  0.3285
H12 0.26869 1.60709 3.29565  0.2179
H13 -0.27002 0.20563 2.31842  0.3620

HOMO energy = -7.801 eV
Kohn-Sham gap = 4.2 eV



Arrangement Q

The following is a DFT calculation (ωB97M-V with the def2-TZVPD basis set) of a 2-piece molecular cluster, C4H13N3O overall.

Each line ends with the Mulliken charge.
Atoms and positions in Å:
O1 -1.75802 2.62431 0.20096  -0.8801
N1 1.13479 -3.04351 -0.52081  -0.5482
N2 -0.17976 -0.88946 -1.39373  -0.4350
N3 0.05625 1.36487 1.89026  -0.5016
C1 1.02862 0.57435 1.12365  0.0075
C2 0.10023 -2.03319 -0.16658  -0.0975
C3 0.77056 1.01012 -0.28242  -0.9470
C4 -0.44998 0.46406 -0.75822  -0.2493
H1 -0.40739 0.86866 2.66637  0.2377
H2 -2.67879 2.94238 0.06571  0.1495
H3 -0.87180 -2.59816 -0.26011  0.3267
H4 0.77246 2.14982 -0.29558  0.3800
H5 -1.11139 -1.33167 -1.55488  0.2739
H6 -0.85050 1.20544 -1.57535  0.2544
H7 2.08443 0.68657 1.48134  0.2950
H8 0.62397 -3.88340 -0.46186  0.3133
H9 -1.22412 0.49101 0.05408  0.3491
H10 1.28232 -2.95221 -1.55307  0.3123
H11 -0.66717 2.05612 1.34638  0.3322
H12 1.54265 0.70862 -1.09512  0.3187
H13 0.80265 -0.41472 1.08898  0.1083

HOMO energy = -7.267 eV
Kohn-Sham gap = 3.5 eV



Name the least stable of them. arrangement Q.



Arrangement P

The following is a DFT calculation (ωB97M-V with the def2-TZVPD basis set) of an isolated ion of composition C2H4N3O and charge +1.

Each line ends with the Mulliken charge.
Atoms and positions in Å:
O1 -2.08665 -0.71123 0.01493  -0.0064
N1 0.06765 -0.43763 -0.04548  0.0601
N2 -2.18991 0.69764 -0.12954  -0.0728
N3 -0.87024 -1.18992 0.03490  0.0660
C1 1.45932 -0.53207 -0.05899  -0.5895
C2 -1.24555 1.39070 -0.02001  0.1634
H1 1.75941 -1.53981 -0.46139  0.3318
H2 1.92013 -0.46454 0.95293  0.3365
H3 1.94331 0.51486 -0.38245  0.2675
H4 -0.75746 2.27200 0.09509  0.4434

Charge = +1
Structure (SMILES) = C#[N+]O/N=N/C
HOMO energy = -16.540 eV
Kohn-Sham gap = 10.2 eV



Arrangement Q

The following is a DFT calculation (ωB97M-V with the def2-TZVPD basis set) of a 2-piece molecular cluster, C2H4N3O overall.

Each line ends with the Mulliken charge.
Atoms and positions in Å:
O1 0.80769 -2.96377 -0.70288  -0.2888
N1 0.85475 0.00660 0.73784  -0.2406
N2 0.34628 1.19731 0.89897  0.2068
N3 0.08731 -0.67068 -0.02676  0.2328
C1 -0.77202 1.33016 0.07456  -0.3786
C2 -0.91568 0.07423 -0.52051  -0.1067
H1 0.73205 1.71763 1.67597  0.2826
H2 -1.39309 2.23916 -0.02034  0.3987
H3 1.67288 -2.43453 -0.90065  0.3880
H4 -1.42015 -0.49612 -1.21620  0.5057

Charge = +1
HOMO energy (spin up / spin down) = -16.069 / -16.466 eV
Kohn-Sham gap (spin up / spin down) = 9.8 / 6.7 eV



Arrangement R

The following is a DFT calculation (ωB97M-V with the def2-TZVPD basis set) of an isolated ion of composition C2H4N3O and charge +1.

Each line ends with the Mulliken charge.
Atoms and positions in Å:
O1 3.17436 0.42445 -0.32478  0.0930
N1 1.09373 0.30178 0.02727  0.4114
N2 2.99506 -0.72482 0.30737  -0.2095
N3 2.02617 0.99339 -0.50303  -0.1268
C1 1.72739 -0.87064 0.54836  0.0370
C2 -0.31402 0.50917 0.04629  -0.6380
H1 -0.69780 1.39390 -0.51600  0.3152
H2 -0.85993 -0.37697 -0.36507  0.3431
H3 -0.58358 0.50911 1.12843  0.3350
H4 1.10590 -1.47333 1.14905  0.4397

Charge = +1
Structure (SMILES) = C[n+]1cnon1
HOMO energy = -18.228 eV
Kohn-Sham gap = 12.2 eV



Name the least stable of them. arrangement P.



Arrangement P

The following is a DFT calculation (ωB97M-V with the def2-TZVPD basis set) of a 2-piece molecular cluster, C2H4N3O overall.

Each line ends with the Mulliken charge.
Atoms and positions in Å:
O1 -0.84651 4.05254 2.34872  -0.4332
N1 0.49997 0.05182 0.36479  0.0676
N2 -0.33974 3.05579 2.24526  0.8254
N3 0.27995 2.10662 2.16500  -0.3780
C1 -0.46460 -0.37816 -0.50099  -0.5889
C2 1.23956 0.55674 1.08266  0.1554
H1 -1.47345 -0.24352 -0.24303  0.3249
H2 -0.23742 -1.47460 -0.76856  0.2881
H3 -0.21559 0.20748 -1.41379  0.3237
H4 2.06101 1.06453 1.56507  0.4150

Charge = +1
HOMO energy = -16.356 eV
Kohn-Sham gap = 11.9 eV



Arrangement Q

The following is a DFT calculation (ωB97M-V with the def2-TZVPD basis set) of a 2-piece molecular cluster, C2H4N3O overall.

Each line ends with the Mulliken charge.
Atoms and positions in Å:
O1 -1.09381 1.28139 0.57951  -0.3625
N1 -0.11732 -1.38821 0.33867  -0.1930
N2 0.64569 -0.58958 0.18854  0.5384
N3 -2.16506 -0.59974 -0.31003  -0.4051
C1 -1.74053 0.43233 0.17935  0.6828
C2 1.64829 0.24758 -0.08270  -0.4650
H1 -3.02159 -0.87964 -0.53389  0.2273
H2 2.69817 -0.34634 -0.16131  0.3281
H3 1.29800 0.89401 -1.02300  0.3227
H4 1.84817 0.94820 0.82487  0.3265

Charge = +1
HOMO energy = -15.818 eV
Kohn-Sham gap = 10.2 eV



Name the least stable of them. arrangement P.